DFT (ωB97M-V/def2-TZVPD) results for C13H23IN4O3S4Sr as an isolated structure.

Properties
net charge	-2
calculated total energy	-2875.26546	Eh
max |F|	0.572	eV/A
relative energy (zero: lowest compared OMol25 entry of this formula, charge and spin)	0.331	eV
2S+1	1

Structure (XYZ):
```
49
Properties=species:S:1:pos:R:3:nbo_charge:R:1
Sr 0.099 -0.215 -1.316 1.740
N -1.409 2.622 1.400 -0.863
C -2.350 1.628 1.892 -0.213
C -3.126 0.861 0.821 -0.227
N -2.336 0.008 -0.063 -0.694
C -2.385 -1.417 0.276 -0.278
C -1.423 -1.821 1.385 -0.223
N -0.031 -1.789 0.904 -0.897
H -1.608 2.881 0.439 0.369
H -0.475 2.227 1.380 0.396
H -3.107 2.106 2.532 0.153
H -1.807 0.931 2.536 0.173
H -3.644 1.602 0.204 0.187
H -3.911 0.269 1.319 0.158
H -2.657 0.103 -1.025 0.416
H -2.116 -1.993 -0.612 0.266
H -3.398 -1.769 0.517 0.172
H -1.715 -2.820 1.736 0.165
H -1.498 -1.145 2.241 0.176
H 0.107 -2.558 0.242 0.394
H 0.613 -1.911 1.675 0.366
C 2.557 0.361 -4.303 -0.653
C 2.214 0.910 -2.928 -0.239
S 3.025 0.117 -1.565 -0.635
C 1.308 1.916 -2.835 -0.250
C 0.669 2.451 -4.105 -0.652
S 0.723 2.655 -1.333 -0.633
H 3.289 -0.438 -4.207 0.220
H 2.974 1.138 -4.953 0.182
H 1.676 -0.048 -4.808 0.217
H 1.418 2.716 -4.859 0.184
H 0.080 3.337 -3.874 0.215
H 0.001 1.709 -4.555 0.221
I 2.642 -1.370 5.574 0.082
C 2.590 -0.251 3.803 -0.208
C 3.725 -0.132 3.008 -0.229
C 3.624 0.610 1.852 -0.222
C 2.408 1.212 1.529 0.050
N 1.325 1.088 2.299 -0.433
C 1.416 0.366 3.417 -0.017
H 4.649 -0.623 3.285 0.215
H 4.448 0.703 1.158 0.243
H 2.289 1.770 0.604 0.282
H 0.517 0.277 4.019 0.192
O -1.936 -2.141 -4.748 -1.015
S -1.939 -1.932 -3.311 2.230
O -3.175 -2.360 -2.650 -1.048
O -1.671 -0.489 -2.973 -1.148
S -0.357 -2.955 -2.478 -0.888
```

***

DFT (ωB97M-V/def2-TZVPD) results for C13H23N3O2S in the gas phase.

Properties
SMILES	CCCCNC(=O)C[C@@H]1S/C(=N\CC)N(CC)C1=O
calculated total energy	-1222.15002	Eh
max |F|	0.955	eV/A
relative energy (zero: lowest compared OMol25 entry of this formula, charge and spin)	0.000	eV
2S+1	1

Structure (XYZ):
```
42
Properties=species:S:1:pos:R:3:nbo_charge:R:1
C 6.379 0.010 0.066 -0.599
H 6.731 0.273 1.061 0.203
C 5.029 0.658 -0.213 -0.396
C 3.970 0.200 0.790 -0.401
C 2.627 0.908 0.605 -0.225
N 1.979 0.549 -0.636 -0.608
C 0.859 -0.197 -0.682 0.692
O 0.270 -0.579 0.308 -0.639
C 0.380 -0.530 -2.091 -0.501
H 0.816 -1.493 -2.374 0.256
H 0.694 0.231 -2.807 0.219
C -1.139 -0.676 -2.103 -0.420
C -1.582 -1.739 -1.108 0.727
O -1.218 -2.888 -1.173 -0.598
N -2.485 -1.256 -0.213 -0.460
C -2.804 0.074 -0.251 0.362
N -3.582 0.612 0.566 -0.502
C -3.941 1.993 0.485 -0.223
C -5.419 2.131 0.131 -0.603
H -5.708 3.178 0.139 0.206
H -5.607 1.720 -0.858 0.205
H -6.024 1.589 0.853 0.212
H -3.325 2.522 -0.260 0.169
H -3.759 2.432 1.471 0.197
S -1.981 0.862 -1.646 0.183
C -2.971 -2.090 0.872 -0.214
C -2.244 -1.775 2.172 -0.622
H -2.534 -2.487 2.939 0.208
H -1.171 -1.831 2.013 0.229
H -2.497 -0.771 2.501 0.221
H -2.785 -3.122 0.566 0.230
H -4.043 -1.912 0.976 0.213
H -1.474 -0.963 -3.104 0.252
H 2.437 0.817 -1.492 0.393
H 1.939 0.617 1.403 0.240
H 2.768 1.993 0.634 0.190
H 3.819 -0.878 0.698 0.206
H 4.326 0.403 1.801 0.205
H 4.716 0.402 -1.228 0.186
H 5.131 1.745 -0.158 0.194
H 6.300 -1.074 0.007 0.204
H 7.120 0.340 -0.659 0.209
```

***

DFT (ωB97M-V/def2-TZVPD) results for C13H23NO in the gas phase in a non-equilibrium geometry.

Properties
SMILES	CCC(=O)[C@H]1[C@@H](CC)C[C@@H]2CC[C@H]1N2C
calculated total energy	-639.07700	Eh
max |F|	3.741	eV/A
relative energy (zero: lowest compared OMol25 entry of this formula, charge and spin)	2.001	eV
2S+1	1

Structure (XYZ):
```
38
Properties=species:S:1:pos:R:3:nbo_charge:R:1
O 1.279 -1.636 -1.514 -0.553
C 0.858 -1.494 -0.390 0.624
N -1.765 -0.417 0.484 -0.478
C -2.886 -1.207 1.131 -0.406
C 2.457 -3.412 0.188 -0.584
C 1.977 2.646 -2.213 -0.606
C 1.149 -2.673 0.477 -0.520
C -1.828 1.854 0.992 -0.440
C -0.841 1.169 1.951 -0.424
C 1.592 1.237 -1.794 -0.399
C -0.952 1.101 -1.233 -0.411
C 0.651 -0.134 0.323 -0.298
C -2.003 0.876 -0.117 -0.041
C -0.569 -0.168 1.284 -0.051
C 0.470 1.070 -0.756 -0.198
H -3.070 -0.692 2.081 0.169
H -3.785 -1.198 0.467 0.210
H -2.683 -2.280 1.351 0.208
H 2.583 -4.281 0.933 0.202
H 2.472 -3.904 -0.761 0.224
H 3.332 -2.823 0.320 0.204
H 2.457 3.157 -1.296 0.196
H 2.693 2.622 -3.107 0.221
H 1.039 3.232 -2.445 0.201
H 0.397 -3.388 0.251 0.231
H 0.947 -2.433 1.512 0.200
H -1.420 2.840 0.763 0.216
H -2.834 1.918 1.500 0.207
H 0.014 1.748 2.211 0.211
H -1.387 0.936 2.831 0.204
H 1.249 0.672 -2.697 0.216
H 2.448 0.778 -1.366 0.202
H -1.262 2.034 -1.618 0.206
H -1.308 0.335 -2.044 0.215
H 1.554 -0.036 0.910 0.227
H -3.048 0.874 -0.528 0.209
H -0.516 -0.927 2.072 0.211
H 0.541 2.005 -0.151 0.194
```

***

DFT (ωB97M-V/def2-TZVPD) results for C13H24BFeN8O2PS3 as an isolated structure.

Properties
net charge	-1
calculated total energy	-3922.94912	Eh
max |F|	0.328	eV/A
expectation value of S²	0.760
2S+1	2

Structure (XYZ):
```
53
Properties=species:S:1:pos:R:3:nbo_charge:R:1
Fe 0.151 -0.307 -0.032 0.409
C -1.154 3.015 4.050 -0.657
C -1.335 1.562 3.819 0.358
N -1.949 0.744 4.606 -0.287
N -1.884 -0.466 3.948 -0.402
C -1.176 -0.427 2.795 0.205
S -0.795 -1.638 1.731 -0.093
N -0.873 0.919 2.694 -0.251
N -0.036 1.406 1.712 -0.626
H -1.677 3.294 4.961 0.240
H -1.552 3.590 3.212 0.238
H -0.097 3.264 4.151 0.228
H -2.153 -1.307 4.423 0.415
H 0.889 1.631 2.049 0.382
H -0.463 2.133 1.152 0.403
B -0.964 2.714 -1.479 0.195
N 0.490 2.242 -1.724 -0.303
C 1.375 2.976 -2.417 -0.038
C 2.635 2.453 -2.207 -0.369
C 2.416 1.370 -1.348 -0.064
N 1.118 1.250 -1.065 -0.316
N -1.954 1.567 -1.113 -0.299
C -3.280 1.727 -1.262 -0.041
C -3.913 0.581 -0.824 -0.373
C -2.863 -0.246 -0.412 -0.066
N -1.687 0.359 -0.584 -0.290
H -0.979 3.544 -0.572 -0.099
H -1.356 3.220 -2.508 -0.054
H 1.039 3.822 -2.993 0.207
H 3.569 2.790 -2.623 0.210
H 3.113 0.653 -0.951 0.235
H -3.666 2.641 -1.682 0.208
H -4.967 0.366 -0.816 0.212
H -2.894 -1.246 -0.014 0.220
C 4.756 -4.294 -0.896 -0.637
C 3.392 -4.373 -0.234 -0.065
O 2.350 -3.865 -1.065 -0.835
P 2.056 -2.269 -1.175 1.646
S 0.319 -2.033 -2.048 -0.634
S 2.314 -1.369 0.578 -0.652
O 3.288 -1.765 -2.113 -0.854
C 3.254 -2.035 -3.519 -0.064
C 2.994 -0.758 -4.287 -0.631
H 5.500 -4.792 -0.269 0.197
H 5.057 -3.257 -1.038 0.226
H 4.737 -4.787 -1.869 0.201
H 3.389 -3.834 0.716 0.200
H 3.123 -5.413 -0.039 0.171
H 2.485 -2.778 -3.739 0.195
H 4.228 -2.462 -3.775 0.164
H 2.013 -0.361 -4.024 0.241
H 3.026 -0.951 -5.362 0.194
H 3.744 -0.005 -4.042 0.204
```

***

DFT (ωB97M-V/def2-TZVPD) results for C13H24Be2Cl6IKN2O15P as an isolated structure in a non-equilibrium geometry.

Properties
net charge	-1
calculated total energy	-5776.97338	Eh
max |F|	5.078	eV/A
2S+1	1

Structure (XYZ):
```
65
Properties=species:S:1:pos:R:3:lowdin_charge:R:1
C 3.806 1.558 1.414 0.035
C 5.208 1.841 0.879 -0.461
O 5.952 2.564 1.482 0.193
O 5.482 1.175 -0.268 0.041
C 4.385 1.477 -1.196 -0.131
C 3.304 0.409 -1.119 -0.158
C 1.902 1.034 -1.376 -0.097
C 0.950 -0.150 -1.419 -0.268
O -0.298 0.086 -2.045 -0.156
P -1.575 -0.565 -1.244 0.462
O -1.506 -0.309 0.179 -0.202
O -2.913 0.201 -1.874 -0.348
C -3.518 1.125 -0.931 -0.251
O -4.348 0.456 -0.049 -0.112
N -5.563 1.228 0.126 0.020
O -5.943 1.154 1.201 0.115
O -1.872 -2.166 -1.551 -0.556
C -0.721 -3.004 -1.311 -0.394
C -0.343 -3.172 0.150 -0.779
C 0.821 -4.185 0.232 -0.156
I -2.017 -4.002 1.185 0.993
H 3.680 1.952 2.409 0.133
H 3.126 2.043 0.699 0.053
H 3.632 0.461 1.439 0.134
H 3.994 2.481 -1.079 0.141
H 4.812 1.417 -2.183 0.124
H 3.534 -0.376 -1.831 0.132
H 3.343 -0.093 -0.154 0.088
H 1.609 1.835 -0.594 0.143
H 1.981 1.544 -2.357 0.112
H 1.476 -0.892 -2.044 0.063
H 0.874 -0.588 -0.421 0.104
H -2.812 1.780 -0.439 0.132
H -4.175 1.764 -1.524 0.133
H -0.985 -4.004 -1.666 0.133
H 0.146 -2.710 -1.916 -0.068
H 0.014 -2.259 0.631 0.049
H 1.772 -3.721 -0.049 0.064
H 0.850 -4.573 1.240 0.061
H 0.600 -4.998 -0.459 0.077
Be -3.262 -0.969 -3.360 0.413
Cl -2.614 -6.780 0.498 -0.727
N -6.321 -1.782 3.012 -0.655
O -7.532 -1.729 2.719 -0.090
O -5.895 -1.156 4.006 -0.134
O -5.540 -2.456 2.304 -0.115
C 3.637 2.895 -4.283 -0.772
O 3.767 3.404 -5.396 0.001
O 4.601 3.336 -3.332 -0.010
O 2.812 2.049 -3.849 -0.062
H 5.069 3.941 -3.927 0.092
K 1.014 -2.740 -3.448 0.921
Cl -4.022 -2.755 -1.022 0.220
C -2.833 0.917 4.780 -1.537
Cl -4.039 0.943 6.060 0.553
Cl -3.594 1.059 3.207 0.586
Cl -1.638 2.203 5.036 0.499
H -2.318 -0.033 4.820 0.016
Be 1.924 1.469 0.917 0.505
Cl -5.542 -3.110 -2.768 -0.035
C 0.739 2.703 2.357 -0.252
O 1.677 3.128 1.420 -0.265
H -0.280 2.507 1.984 0.075
H 0.978 1.741 2.902 0.087
H 0.551 3.396 3.194 0.084
```